Record 1
Entry from the OMol25 dataset: C3HO3Sm as an isolated structure at a distorted geometry (ωB97M-V/def2-TZVPD).

2S+1   7
E_LUMO (alpha / beta)   -5.87 / -5.73 eV
Net charge   +1
<S²>   12.008
HOMO level (alpha / beta)   -11.425 / -11.438 eV

Structure (XYZ):
```
8
Properties=species:S:1:pos:R:3:lowdin_charge:R:1
C 1.5897 0.0672 -0.4007 -0.16
C 0.3863 0.0426 -0.2711 0.05
O 2.8736 0.0480 -0.4626 0.11
H 3.2530 -0.7815 -0.1352 0.15
O -1.5197 0.3117 -0.8366 -0.14
C -1.0652 -0.3135 0.2053 -0.56
O -1.5499 0.0754 1.3130 -0.20
Sm -3.9677 0.5501 0.5878 1.77
```

---

Record 2
Entry from the OMol25 dataset: C43H35CrN2O3S as an isolated structure at a distorted geometry (ωB97M-V/def2-TZVPD).

2S+1   4
E_LUMO (alpha / beta)   -5.38 / -8.36 eV
Net charge   +2
<S²>   3.844
HOMO level (alpha / beta)   -11.510 / -13.348 eV

Structure (XYZ):
```
85
Properties=species:S:1:pos:R:3:lowdin_charge:R:1
O -4.7594 -2.0957 -1.7244 0.17
C -3.6748 -1.7672 -2.0096 -0.04
Cr -2.0337 -0.9108 -2.4013 0.26
C -2.7711 0.4555 -1.3352 -0.11
O -3.2873 1.3377 -0.7612 0.11
C -2.8529 0.2594 -3.6775 -0.04
O -3.4513 1.0822 -4.2519 0.19
C -0.5377 -1.7653 -3.7369 -0.08
C -0.9719 -2.7747 -2.8714 -0.07
C -0.9859 -2.5557 -1.4907 -0.06
C -0.5524 -1.3281 -0.9442 -0.26
C -0.9253 -0.9421 0.4145 0.07
C -1.4192 -0.4050 1.4071 0.02
C -1.8296 0.0823 2.6533 -0.11
C -2.0235 1.5407 2.7650 -0.17
C -1.5856 2.3669 1.6902 -0.04
C -1.4564 3.7488 1.8161 -0.06
C -1.8188 4.3788 3.0146 -0.06
C -2.3648 3.6045 4.0462 -0.05
C -2.4671 2.2202 3.9146 -0.03
C -1.6282 -0.8524 3.7569 -0.17
C -0.8771 -2.0410 3.5331 -0.03
C -0.2816 -2.7312 4.5893 -0.06
C -0.5941 -2.3755 5.9059 -0.06
C -1.5898 -1.4204 6.1408 -0.06
C -2.0544 -0.6324 5.0853 -0.06
C -0.0626 -0.3400 -1.8380 -0.06
C -0.0476 -0.5568 -3.2139 -0.07
H -0.5518 -1.9123 -4.8151 0.15
H -1.3179 -3.7316 -3.2745 0.16
H -1.3687 -3.3233 -0.8082 0.16
H -1.2347 1.8907 0.7771 0.09
H -1.0772 4.3296 0.9756 0.11
H -1.6591 5.4479 3.1440 0.11
H -2.7234 4.0775 4.9595 0.11
H -2.8775 1.6801 4.7561 0.08
H -0.6957 -2.3667 2.5087 0.10
H 0.3950 -3.5619 4.3784 0.12
H -0.0611 -2.8392 6.7327 0.12
H -1.9877 -1.2818 7.1468 0.12
H -2.7706 0.1574 5.2956 0.09
H 0.2593 0.6162 -1.4142 0.16
H 0.3118 0.2253 -3.8897 0.16
C -7.9557 -2.5025 5.8323 -0.06
C -6.4944 -2.5730 5.3643 -0.38
C -5.5167 -2.7569 6.5269 -0.04
C -6.1447 -1.3597 4.5027 -0.23
C -7.2574 -1.1431 3.5005 -0.10
N -6.8886 -0.0654 2.5959 0.02
C -7.8194 0.5231 1.7291 -0.20
C -7.2227 1.4629 0.8898 -0.40
C -8.0010 2.0681 -0.1079 -0.04
C -9.3807 1.7909 -0.1696 -0.02
C -9.9579 0.8406 0.6867 -0.02
C -9.1642 0.1574 1.6205 0.03
S -5.5058 1.5993 1.2664 1.20
C -5.5730 0.2684 2.4115 -0.51
N -4.5345 -0.3371 2.9077 0.21
C -4.7769 -1.4500 3.8216 -0.24
C -4.4841 -2.8024 3.1977 -0.18
C -3.5555 -3.6552 3.7958 -0.04
C -3.4699 -4.9886 3.4030 -0.04
C -4.3649 -5.4825 2.4504 -0.06
C -5.2377 -4.6055 1.7991 -0.06
C -5.2307 -3.2407 2.1068 -0.04
H -8.1915 -1.5139 6.2522 0.10
H -8.6442 -2.6953 4.9977 0.08
H -8.1670 -3.2603 6.5951 0.09
H -6.4097 -3.4490 4.7000 0.14
H -5.3339 -1.8003 7.0399 0.09
H -5.9314 -3.4715 7.2519 0.09
H -4.5527 -3.1577 6.1866 0.07
H -6.0920 -0.4813 5.1771 0.17
H -7.4859 -2.0648 2.9341 0.15
H -8.1881 -0.8362 3.9904 0.13
H -7.5273 2.7378 -0.8268 0.12
H -10.0187 2.3080 -0.8913 0.13
H -11.0259 0.6182 0.6337 0.13
H -9.5708 -0.6441 2.2440 0.13
H -4.0530 -1.3327 4.6301 0.11
H -2.8776 -3.2600 4.5586 0.09
H -2.7229 -5.6335 3.8692 0.12
H -4.3746 -6.5513 2.2265 0.11
H -5.9394 -4.9789 1.0537 0.11
H -5.8095 -2.5157 1.5249 0.11
```

---

Record 3
Entry from the OMol25 dataset: one molecule with the formula C3H8FNO at a distorted geometry (ωB97M-V/def2-TZVPD).

2S+1   1
E_LUMO   0.98 eV
SMILES   CO[C@](C)(N)F
HOMO level   -9.769 eV

Structure (XYZ):
```
14
Properties=species:S:1:pos:R:3:lowdin_charge:R:1
C 1.3885 0.4951 -1.1853 0.00
C -1.1465 0.5997 1.3865 -0.12
C 0.4880 -0.0234 -0.0870 -0.59
N -0.5372 -1.1203 -0.8466 0.08
O -0.1774 0.9641 0.5048 -0.06
F 1.0773 -0.9216 0.8138 0.00
H 1.8620 1.4320 -0.8540 0.09
H 1.9625 -0.4473 -1.5443 0.12
H 0.7405 0.7271 -2.0604 0.09
H -1.4233 1.4207 2.0654 0.10
H -0.8386 -0.2827 1.9854 0.10
H -2.0924 0.2773 0.8197 0.11
H -1.3551 -1.1864 -0.2102 0.03
H 0.0517 -1.9344 -0.7876 0.04
```

---

Record 4
Entry from the OMol25 dataset: a 3-piece molecular cluster, C24H55N4O7S2 overall at a distorted geometry (ωB97M-V/def2-TZVPD).

2S+1   1
E_LUMO   -3.15 eV
Net charge   +1
HOMO level   -11.873 eV

Structure (XYZ):
```
92
Properties=species:S:1:pos:R:3:lowdin_charge:R:1
C -5.0699 0.0622 4.6634 -0.11
C -6.0509 1.0973 4.0955 -0.23
C -5.4639 2.5028 3.9210 -0.21
N -4.9972 2.7700 2.5525 -0.01
C -3.7460 2.1330 2.1899 -0.27
N -4.0977 0.7667 1.6920 0.19
C -4.2506 0.5368 0.3933 -0.36
N -5.0538 -0.4948 -0.0559 0.16
N -3.5838 1.2985 -0.4643 0.18
C -2.4401 2.1203 0.0447 -0.39
C -1.3769 1.1397 0.5793 0.03
C -1.9543 2.9037 -1.1874 -0.12
C -0.5444 3.5116 -1.1273 -0.17
C 0.5562 2.6124 -1.7251 -0.20
C 1.7662 2.3631 -0.8028 -0.19
C 2.3766 0.9556 -0.9458 -0.16
C 2.3801 0.1285 0.3349 -0.22
O 1.2330 -0.7166 0.3479 -0.21
C 1.3835 -1.8720 1.1491 -0.10
C -3.0404 3.0075 1.1394 -0.21
C -2.1395 4.0632 1.7893 -0.14
C -0.9305 3.6054 2.6122 -0.24
C -0.5113 4.6573 3.6439 -0.09
H -5.1942 -0.0692 5.7370 0.08
H -5.2047 -0.9210 4.2089 0.07
H -4.0261 0.3563 4.5118 0.06
H -6.4259 0.7709 3.1247 0.10
H -6.9150 1.1692 4.7547 0.11
H -4.6507 2.6575 4.6459 0.12
H -6.2246 3.2510 4.1382 0.12
H -4.8901 3.7700 2.4318 0.11
H -3.1283 1.9650 3.0779 0.14
H -3.8432 -0.0314 2.2617 0.16
H -4.6705 -1.4054 -0.2379 0.11
H -6.0378 -0.3494 -0.2004 0.11
H -4.1236 1.6758 -1.2369 0.17
H -1.5342 0.1323 0.1945 0.10
H -1.3549 1.0849 1.6656 0.08
H -0.3810 1.4285 0.2591 0.06
H -2.6947 3.6801 -1.4091 0.12
H -1.9819 2.2096 -2.0327 0.12
H -0.2743 3.7671 -0.1016 0.08
H -0.5779 4.4598 -1.6639 0.12
H 0.9375 3.0908 -2.6295 0.10
H 0.1404 1.6507 -2.0366 0.10
H 2.5315 3.1153 -1.0001 0.12
H 1.4634 2.5229 0.2377 0.09
H 1.8004 0.3807 -1.6727 0.10
H 3.3959 1.0105 -1.3265 0.11
H 2.3474 0.7796 1.2201 0.12
H 3.2875 -0.4793 0.4022 0.12
H 2.1258 -1.7266 1.9376 0.09
H 1.6874 -2.7226 0.5316 0.07
H 0.4255 -2.1011 1.6182 0.08
H -3.8421 3.5621 0.6353 0.15
H -2.7818 4.6587 2.4485 0.12
H -1.8140 4.7567 1.0112 0.12
H -0.0865 3.3887 1.9536 0.09
H -1.1566 2.6700 3.1293 0.09
H -0.8215 5.6588 3.3404 0.08
H 0.5696 4.6797 3.7728 0.08
H -0.9430 4.4537 4.6242 0.08
O 4.5491 0.4684 -5.6267 -0.26
S 3.3547 0.0067 -4.9898 0.56
O 3.4543 -0.6437 -3.7165 -0.29
O 2.5438 -0.8998 -5.9988 -0.27
C 3.2694 -1.9812 -6.6574 -0.23
C 3.5419 -3.1482 -5.7380 -0.07
C 2.1861 1.3148 -4.8565 -0.12
H 4.1845 -1.5675 -7.0805 0.12
H 2.6099 -2.2605 -7.4754 0.12
H 4.2326 -2.8796 -4.9409 0.07
H 3.9833 -3.9562 -6.3223 0.09
H 2.6173 -3.5073 -5.2863 0.08
H 2.0804 1.8144 -5.8151 0.08
H 2.5902 1.9927 -4.1071 0.07
H 1.2435 0.8919 -4.5189 0.07
O 3.8303 -6.6300 2.3590 -0.28
S 4.5593 -7.0245 1.1895 0.57
O 5.9448 -6.6870 1.0928 -0.27
O 3.7802 -6.4891 -0.0895 -0.26
C 3.4499 -5.0777 -0.1009 -0.26
C 4.6358 -4.1885 -0.4045 -0.06
C 4.3506 -8.7411 0.8859 -0.12
H 2.9885 -4.8279 0.8556 0.10
H 2.6946 -4.9948 -0.8806 0.12
H 5.3831 -4.2315 0.3853 0.07
H 4.2884 -3.1586 -0.5048 0.07
H 5.1105 -4.4866 -1.3388 0.09
H 3.2938 -8.9840 0.9445 0.08
H 4.9105 -9.2562 1.6637 0.08
H 4.7611 -8.9710 -0.0935 0.08
```

---

Record 5
Entry from the OMol25 dataset: one molecule with the formula C4H5ClO3 at a distorted geometry (ωB97M-V/def2-TZVPD).

2S+1   1
E_LUMO   0.61 eV
HOMO level   -8.747 eV

Structure (XYZ):
```
13
Properties=species:S:1:pos:R:3:lowdin_charge:R:1
C 1.1278 0.4634 -0.2045 -0.11
C -0.2427 1.1155 -0.0756 -0.08
C 0.9250 -1.8520 0.2115 -0.37
C -2.3612 0.0201 0.3933 -0.48
O 0.8534 -0.8532 -0.6111 -0.02
O -1.1509 0.1541 0.6878 -0.16
O 1.1868 -1.7531 1.3682 0.09
Cl -3.2147 1.0557 -0.8057 0.50
H 1.5546 0.8634 -1.0682 0.12
H 1.7056 0.2318 0.6951 0.14
H -0.3739 2.0660 0.6304 0.18
H -0.7758 1.2862 -0.9888 0.06
H 0.7660 -2.7979 -0.2323 0.14
```

---

Record 6
Entry from the OMol25 dataset: one molecule with the formula C5H5Cl2F at a distorted geometry (ωB97M-V/def2-TZVPD).

2S+1   1
E_LUMO   0.20 eV
SMILES   C=C(F)/C=C(/Cl)CCl
HOMO level   -9.186 eV

Structure (XYZ):
```
13
Properties=species:S:1:pos:R:3:lowdin_charge:R:1
C 0.0041 1.4966 0.3820 -0.65
C -1.1523 0.5244 0.5549 -0.74
C -0.8282 -0.7627 0.2856 -0.06
C 0.3606 -1.5232 -0.3322 -0.42
C 1.1834 -0.7625 -1.0342 0.08
H 0.8054 0.7383 0.3870 0.03
H 0.1721 2.1387 1.3319 0.12
H -1.3874 -1.6017 0.9440 0.15
H 1.0230 0.3617 -1.1708 0.02
H 1.8660 -1.3136 -1.5303 0.04
F 0.2719 -2.7207 -0.0061 0.16
Cl 0.3694 2.4807 -1.0232 0.61
Cl -2.6881 0.9441 1.2113 0.67
```

---

What are the ΔE to the lowest compared entry with this formula, charge and spin values for these records? In order: 330.3, 8.5, 148.9, 0.0, 356.5, 299.8 kJ/mol.